The following is a quantum chemistry calculation of 9 unconnected molecules or ions with the total composition C36H99N9O9 in a non-equilibrium geometry, from the Open Molecules 2025 dataset.

Last columns: bonded neighbours and bond lengths (Å).
CARTESIAN COORDINATES (ANGSTROEM)
1 C -6.402 4.610 4.355  O2 1.397, H7 1.093, H8 1.098, H9 1.093
2 O -5.422 5.180 3.538  C1 1.397, C3 1.425
3 C -4.162 4.523 3.438  O2 1.425, C4 1.539, H10 1.086, H11 1.096
4 C -4.349 3.034 3.095  C3 1.539, C5 1.530, N6 1.472, H12 1.101
5 C -3.103 2.175 2.873  C4 1.530, H13 1.092, H14 1.089, H15 1.093
6 N -5.178 3.014 1.878  C4 1.472, H16 1.013, H17 1.010
7 H -6.120 4.485 5.404  C1 1.093
8 H -6.798 3.674 3.939  C1 1.098
9 H -7.282 5.256 4.322  C1 1.093
10 H -3.530 5.014 2.705  C3 1.086
11 H -3.719 4.599 4.437  C3 1.096
12 H -4.867 2.530 3.925  C4 1.101
13 H -3.431 1.242 2.409  C5 1.092
14 H -2.569 1.965 3.799  C5 1.089
15 H -2.470 2.631 2.107  C5 1.093
16 H -5.881 3.723 2.049  N6 1.013
17 H -5.638 2.146 1.641  N6 1.010
18 C 1.798 -6.527 -5.723  O19 1.415, H24 1.092, H25 1.092, H26 1.092
19 O 0.764 -6.177 -4.822  C18 1.415, C20 1.406
20 C 0.849 -4.807 -4.519  O19 1.406, C21 1.534, H27 1.095, H28 1.097
21 C 0.195 -4.509 -3.164  C20 1.534, C22 1.544, N23 1.460, H29 1.101
22 C -1.347 -4.484 -3.082  C21 1.544, H30 1.093, H31 1.091, H32 1.088
23 N 0.716 -3.262 -2.612  C21 1.460, H33 1.020, H34 1.032
24 H 1.662 -5.980 -6.659  C18 1.092
25 H 1.708 -7.582 -5.988  C18 1.092
26 H 2.803 -6.427 -5.308  C18 1.092
27 H 1.902 -4.548 -4.372  C20 1.095
28 H 0.407 -4.094 -5.227  C20 1.097
29 H 0.496 -5.323 -2.487  C21 1.101
30 H -1.741 -5.498 -2.975  C22 1.093
31 H -1.697 -4.082 -4.035  C22 1.091
32 H -1.651 -3.987 -2.163  C22 1.088
33 H 0.444 -3.087 -1.645  N23 1.020
34 H 1.736 -3.260 -2.452  N23 1.032
35 C -0.403 -4.705 0.684  O36 1.411, H41 1.093, H42 1.093, H43 1.097
36 O -0.123 -3.345 0.439  C35 1.411, C37 1.437
37 C -0.568 -2.499 1.512  O36 1.437, C38 1.522, H44 1.090, H45 1.097
38 C -1.944 -1.907 1.242  C37 1.522, C39 1.551, N40 1.486, H46 1.086
39 C -2.057 -0.413 1.647  C38 1.551, H47 1.085, H48 1.091, H49 1.097
40 N -3.051 -2.533 2.009  C38 1.486, H50 1.014, H51 1.017
41 H 0.193 -5.114 1.504  C35 1.093
42 H -0.210 -5.293 -0.217  C35 1.093
43 H -1.480 -4.858 0.829  C35 1.097
44 H -0.403 -3.005 2.464  C37 1.090
45 H 0.101 -1.636 1.401  C37 1.097
46 H -2.191 -1.963 0.186  C38 1.086
47 H -3.086 -0.159 1.877  C39 1.085
48 H -1.672 0.277 0.895  C39 1.091
49 H -1.522 -0.266 2.593  C39 1.097
50 H -3.489 -3.392 1.696  N40 1.014
51 H -2.719 -2.795 2.934  N40 1.017
52 C 0.034 6.182 1.890  O53 1.422, H58 1.096, H59 1.094, H60 1.083
53 O -0.573 6.792 3.021  C52 1.422, C54 1.387
54 C -0.374 8.156 3.178  O53 1.387, C55 1.538, H61 1.105, H62 1.105
55 C -0.958 8.549 4.546  C54 1.538, C56 1.531, N57 1.469, H63 1.093
56 C -1.008 10.065 4.753  C55 1.531, H64 1.091, H65 1.093, H66 1.086
57 N -0.166 7.967 5.638  C55 1.469, H67 1.014, H68 1.013
58 H 1.110 6.154 2.101  C52 1.096
59 H -0.063 6.850 1.030  C52 1.094
60 H -0.388 5.195 1.748  C52 1.083
61 H 0.704 8.385 3.108  C54 1.105
62 H -0.880 8.747 2.393  C54 1.105
63 H -1.942 8.087 4.655  C55 1.093
64 H -1.357 10.516 3.822  C56 1.091
65 H -0.009 10.470 4.932  C56 1.093
66 H -1.617 10.298 5.622  C56 1.086
67 H -0.058 6.977 5.445  N57 1.014
68 H 0.724 8.450 5.676  N57 1.013
69 C 0.171 1.494 1.812  O70 1.410, H75 1.090, H76 1.093, H77 1.095
70 O 1.054 0.688 1.066  C69 1.410, C71 1.401
71 C 1.900 1.377 0.186  O70 1.401, C72 1.519, H78 1.101, H79 1.101
72 C 2.734 0.335 -0.539  C71 1.519, C73 1.525, N74 1.477, H80 1.097
73 C 3.585 0.914 -1.664  C72 1.525, H81 1.094, H82 1.096, H83 1.091
74 N 1.931 -0.817 -0.997  C72 1.477, H84 1.022, H85 1.021
75 H -0.698 0.895 2.085  C69 1.090
76 H -0.206 2.357 1.256  C69 1.093
77 H 0.620 1.817 2.757  C69 1.095
78 H 1.358 2.002 -0.541  C71 1.101
79 H 2.572 2.037 0.754  C71 1.101
80 H 3.490 -0.070 0.144  C72 1.097
81 H 4.456 0.303 -1.919  C73 1.094
82 H 4.112 1.823 -1.353  C73 1.096
83 H 3.039 1.067 -2.596  C73 1.091
84 H 1.162 -0.416 -1.538  N74 1.022
85 H 1.491 -1.103 -0.121  N74 1.021
86 C 4.110 0.497 -6.478  O87 1.398, H92 1.096, H93 1.096, H94 1.093
87 O 3.121 -0.462 -6.716  C86 1.398, C88 1.439
88 C 2.079 -0.425 -5.724  O87 1.439, C89 1.532, H95 1.096, H96 1.095
89 C 0.893 -1.277 -6.187  C88 1.532, C90 1.525, N91 1.485, H97 1.095
90 C 0.279 -0.654 -7.437  C89 1.525, H98 1.089, H99 1.093, H100 1.092
91 N -0.037 -1.246 -5.029  C89 1.485, H101 1.024, H102 1.020
92 H 4.712 0.547 -7.393  C86 1.096
93 H 4.863 0.232 -5.727  C86 1.096
94 H 3.740 1.514 -6.325  C86 1.093
95 H 2.534 -0.787 -4.795  C88 1.096
96 H 1.776 0.625 -5.662  C88 1.095
97 H 1.277 -2.282 -6.389  C89 1.095
98 H -0.175 0.327 -7.311  C90 1.089
99 H -0.499 -1.301 -7.850  C90 1.093
100 H 1.079 -0.603 -8.179  C90 1.092
101 H 0.523 -1.732 -4.324  N91 1.024
102 H -0.768 -1.924 -5.245  N91 1.020
103 C 6.173 -3.141 -5.668  O104 1.391, H109 1.102, H110 1.093, H111 1.097
104 O 6.205 -3.333 -4.290  C103 1.391, C105 1.413
105 C 4.946 -3.531 -3.680  O104 1.413, C106 1.535, H112 1.098, H113 1.097
106 C 4.934 -3.050 -2.223  C105 1.535, C107 1.557, N108 1.468, H114 1.095
107 C 5.830 -3.926 -1.298  C106 1.557, H115 1.092, H116 1.093, H117 1.090
108 N 3.537 -3.115 -1.778  C106 1.468, H118 1.035, H119 1.013
109 H 5.905 -4.080 -6.179  C103 1.102
110 H 7.186 -2.921 -6.015  C103 1.093
111 H 5.523 -2.329 -6.016  C103 1.097
112 H 4.184 -2.936 -4.199  C105 1.098
113 H 4.670 -4.587 -3.793  C105 1.097
114 H 5.453 -2.091 -2.132  C106 1.095
115 H 6.882 -3.664 -1.429  C107 1.092
116 H 5.718 -4.959 -1.639  C107 1.093
117 H 5.638 -3.822 -0.230  C107 1.090
118 H 3.103 -2.190 -1.612  N108 1.035
119 H 3.603 -3.603 -0.893  N108 1.013
120 C 1.677 -2.865 7.994  O121 1.420, H126 1.086, H127 1.093, H128 1.093
121 O 0.819 -1.917 7.375  C120 1.420, C122 1.413
122 C 1.532 -0.761 6.987  O121 1.413, C123 1.519, H129 1.095, H130 1.103
123 C 0.776 0.046 5.946  C122 1.519, C124 1.529, N125 1.448, H131 1.097
124 C 0.471 -0.783 4.698  C123 1.529, H132 1.089, H133 1.099, H134 1.088
125 N 1.475 1.272 5.621  C123 1.448, H135 1.009, H136 1.009
126 H 1.099 -3.740 8.277  C120 1.086
127 H 2.132 -2.441 8.893  C120 1.093
128 H 2.444 -3.137 7.266  C120 1.093
129 H 1.807 -0.176 7.870  C122 1.095
130 H 2.504 -1.028 6.537  C122 1.103
131 H -0.203 0.181 6.422  C123 1.097
132 H 0.169 -1.815 4.866  C124 1.089
133 H 1.410 -0.880 4.135  C124 1.099
134 H -0.202 -0.239 4.038  C124 1.088
135 H 2.477 1.224 5.733  N125 1.009
136 H 1.085 2.046 6.137  N125 1.009
137 C -1.478 -0.485 -1.985  O138 1.411, H143 1.092, H144 1.092, H145 1.093
138 O -2.721 0.097 -1.654  C137 1.411, C139 1.404
139 C -3.843 -0.744 -1.724  O138 1.404, C140 1.523, H146 1.098, H147 1.102
140 C -5.092 0.097 -1.495  C139 1.523, C141 1.538, N142 1.462, H148 1.092
141 C -5.238 0.523 -0.024  C140 1.538, H149 1.101, H150 1.090, H151 1.088
142 N -6.295 -0.587 -1.964  C140 1.462, H152 1.007, H153 1.007
143 H -0.818 -0.674 -1.136  C137 1.092
144 H -0.956 0.139 -2.713  C137 1.092
145 H -1.599 -1.427 -2.525  C137 1.093
146 H -3.910 -1.277 -2.681  C139 1.098
147 H -3.804 -1.575 -1.002  C139 1.102
148 H -4.947 1.011 -2.074  C140 1.092
149 H -4.318 1.080 0.214  C141 1.101
150 H -5.178 -0.284 0.707  C141 1.090
151 H -6.027 1.268 0.053  C141 1.088
152 H -6.909 0.064 -2.427  N142 1.007
153 H -6.784 -1.093 -1.243  N142 1.007

LUMO energy   0.518 eV



The following is a quantum chemistry calculation of 11 unconnected molecules or ions with the total composition C37H100N4O11 in a non-equilibrium geometry, from the Open Molecules 2025 dataset.

Last columns: bonded neighbours and bond lengths (Å).
CARTESIAN COORDINATES (ANGSTROEM)
1 C -2.759 2.984 5.004  O2 1.406, H7 1.094, H8 1.081, H9 1.118
2 O -1.755 2.142 5.513  C1 1.406, C3 1.417
3 C -0.719 2.859 6.162  O2 1.417, C4 1.507, H10 1.117, H11 1.075
4 C 0.388 1.970 6.668  C3 1.507, C5 1.512, N6 1.439, H12 1.062
5 C 1.114 1.277 5.537  C4 1.512, H13 1.080, H14 1.130, H15 1.096
6 N -0.148 1.016 7.603  C4 1.439, H16 1.078, H17 1.016
7 H -2.505 3.805 4.328  C1 1.094
8 H -3.250 3.479 5.830  C1 1.081
9 H -3.475 2.336 4.441  C1 1.118
10 H -0.192 3.616 5.532  C3 1.117
11 H -1.224 3.493 6.868  C3 1.075
12 H 1.004 2.675 7.168  C4 1.062
13 H 1.719 1.987 4.993  C5 1.080
14 H 0.399 0.798 4.804  C5 1.130
15 H 1.807 0.514 5.907  C5 1.096
16 H -0.814 0.369 7.057  N6 1.078
17 H 0.603 0.366 7.818  N6 1.016
18 C -1.771 -3.186 -0.285  O19 1.396, H24 1.074, H25 1.047, H26 1.122
19 O -0.803 -2.253 0.089  C18 1.396, C20 1.419
20 C -1.292 -1.062 0.685  O19 1.419, C21 1.556, H27 1.121, H28 1.051
21 C -0.099 -0.344 1.380  C20 1.556, C22 1.535, N23 1.458, H29 1.115
22 C -0.624 0.995 1.914  C21 1.535, H30 1.065, H31 1.080, H32 1.073
23 N 1.064 -0.142 0.523  C21 1.458, H33 1.013, H34 1.031
24 H -1.297 -3.996 -0.809  C18 1.074
25 H -2.466 -2.769 -0.949  C18 1.047
26 H -2.354 -3.652 0.553  C18 1.122
27 H -1.794 -0.389 -0.058  C20 1.121
28 H -1.975 -1.197 1.473  C20 1.051
29 H 0.197 -0.932 2.279  C21 1.115
30 H 0.060 1.594 2.469  C22 1.065
31 H -1.302 0.756 2.720  C22 1.080
32 H -1.202 1.617 1.259  C22 1.073
33 H 1.372 -1.013 0.107  N23 1.013
34 H 0.714 0.506 -0.198  N23 1.031
35 C -1.018 -4.446 -6.116  O36 1.424, H41 1.194, H42 1.133, H43 1.085
36 O -0.201 -3.591 -6.909  C35 1.424, C37 1.412
37 C 1.135 -4.037 -7.004  O36 1.412, C38 1.489, H44 1.147, H45 1.114
38 C 1.873 -3.036 -7.822  C37 1.489, C39 1.558, N40 1.482, H46 1.103
39 C 1.544 -3.273 -9.327  C38 1.558, H47 1.084, H48 1.049, H49 1.099
40 N 3.335 -3.213 -7.651  C38 1.482, H50 1.037, H51 0.967
41 H -1.956 -3.779 -5.799  C35 1.194
42 H -0.490 -4.688 -5.143  C35 1.133
43 H -1.344 -5.367 -6.585  C35 1.085
44 H 1.559 -4.134 -5.943  C37 1.147
45 H 1.080 -5.039 -7.488  C37 1.114
46 H 1.570 -2.034 -7.472  C38 1.103
47 H 2.387 -2.940 -9.921  C39 1.084
48 H 0.725 -2.707 -9.658  C39 1.049
49 H 1.357 -4.338 -9.527  C39 1.099
50 H 3.620 -3.244 -6.654  N40 1.037
51 H 3.663 -4.018 -8.073  N40 0.967
52 C 0.320 5.001 -4.694  O53 1.399, H58 1.065, H59 1.086, H60 1.094
53 O 0.733 4.943 -3.359  C52 1.399, C54 1.381
54 C 1.618 3.907 -3.129  O53 1.381, C55 1.494, H61 1.137, H62 1.097
55 C 0.960 2.596 -2.849  C54 1.494, C56 1.541, N57 1.456, H63 1.092
56 C 0.191 2.684 -1.517  C55 1.541, H64 1.119, H65 1.095, H66 1.036
57 N 1.994 1.584 -2.683  C55 1.456, H67 1.036, H68 1.046
58 H -0.519 5.653 -4.762  C52 1.065
59 H -0.042 4.026 -5.007  C52 1.086
60 H 1.136 5.270 -5.371  C52 1.094
61 H 2.285 3.698 -4.026  C54 1.137
62 H 2.272 4.127 -2.276  C54 1.097
63 H 0.316 2.383 -3.704  C55 1.092
64 H -0.398 1.764 -1.274  C56 1.119
65 H -0.542 3.495 -1.571  C56 1.095
66 H 0.821 2.931 -0.732  C56 1.036
67 H 1.678 0.685 -2.278  N57 1.036
68 H 2.430 1.309 -3.594  N57 1.046
69 C -0.919 -2.545 5.079  C70 1.538, H73 1.099, H74 1.092, H75 1.105
70 C -0.225 -2.692 6.444  C69 1.538, C71 1.555, O72 1.371, H76 1.110
71 C -0.858 -3.817 7.312  C70 1.555, H77 1.059, H78 1.097, H79 1.109
72 O 1.106 -3.001 6.338  C70 1.371, H80 0.951
73 H -0.535 -1.731 4.449  C69 1.099
74 H -1.932 -2.148 5.177  C69 1.092
75 H -0.939 -3.512 4.543  C69 1.105
76 H -0.377 -1.720 6.958  C70 1.110
77 H -0.377 -3.852 8.254  C71 1.059
78 H -0.684 -4.778 6.813  C71 1.097
79 H -1.931 -3.538 7.344  C71 1.109
80 H 1.505 -2.740 5.515  O72 0.951
81 C -3.753 1.137 -1.197  C82 1.559, H85 1.098, H86 1.095, H87 1.092
82 C -3.985 0.407 -2.554  C81 1.559, C83 1.577, O84 1.387, H88 1.115
83 C -3.498 1.366 -3.707  C82 1.577, H89 1.118, H90 1.101, H91 1.143
84 O -3.289 -0.789 -2.656  C82 1.387, H92 1.010
85 H -2.736 1.545 -1.258  C81 1.098
86 H -3.889 0.424 -0.376  C81 1.095
87 H -4.417 1.989 -1.043  C81 1.092
88 H -5.069 0.157 -2.637  C82 1.115
89 H -2.419 1.573 -3.500  C83 1.118
90 H -4.078 2.283 -3.520  C83 1.101
91 H -3.792 0.918 -4.717  C83 1.143
92 H -2.304 -0.567 -2.652  O84 1.010
93 C 0.353 -1.207 -4.649  C94 1.488, H97 1.086, H98 1.096, H99 1.067
94 C 0.105 -1.941 -3.379  C93 1.488, C95 1.464, O96 1.489, H100 1.064
95 C 1.278 -2.501 -2.703  C94 1.464, H101 1.082, H102 1.075, H103 1.109
96 O -0.611 -0.955 -2.523  C94 1.489, H104 0.964
97 H 1.234 -0.584 -4.518  C93 1.086
98 H -0.489 -0.518 -4.781  C93 1.096
99 H 0.543 -1.813 -5.506  C93 1.067
100 H -0.672 -2.666 -3.439  C94 1.064
101 H 0.986 -2.993 -1.785  C95 1.082
102 H 2.120 -1.845 -2.575  C95 1.075
103 H 1.647 -3.253 -3.430  C95 1.109
104 H -0.425 -1.068 -1.584  O96 0.964
105 C -2.179 -7.532 -0.360  C106 1.541, H109 1.114, H110 1.144, H111 1.079
106 C -2.144 -7.048 -1.823  C105 1.541, C107 1.487, O108 1.461, H112 1.115
107 C -0.780 -7.087 -2.414  C106 1.487, H113 1.141, H114 1.106, H115 1.110
108 O -3.008 -7.981 -2.544  C106 1.461, H116 0.967
109 H -1.533 -6.877 0.269  C105 1.114
110 H -1.632 -8.537 -0.334  C105 1.144
111 H -3.163 -7.592 0.080  C105 1.079
112 H -2.595 -6.033 -1.914  C106 1.115
113 H -0.640 -6.244 -3.170  C107 1.141
114 H -0.700 -8.037 -2.976  C107 1.106
115 H 0.098 -7.005 -1.741  C107 1.110
116 H -3.546 -8.359 -1.835  O108 0.967
117 C 2.896 6.294 2.652  C118 1.548, H121 1.124, H122 1.089, H123 1.105
118 C 2.172 4.929 2.754  C117 1.548, C119 1.526, O120 1.499, H124 1.097
119 C 3.137 3.929 3.386  C118 1.526, H125 1.070, H126 1.043, H127 1.079
120 O 0.973 5.095 3.638  C118 1.499, H128 0.976
121 H 3.219 6.688 3.654  C117 1.124
122 H 2.369 6.997 2.008  C117 1.089
123 H 3.858 6.110 2.140  C117 1.105
124 H 1.827 4.658 1.749  C118 1.097
125 H 2.726 2.942 3.389  C119 1.070
126 H 3.184 4.128 4.409  C119 1.043
127 H 4.132 3.913 2.970  C119 1.079
128 H 0.817 6.054 3.729  O120 0.976
129 C 4.602 0.362 3.956  C130 1.502, H133 1.076, H134 1.085, H135 1.068
130 C 3.873 0.364 2.642  C129 1.502, C131 1.559, O132 1.450, H136 1.128
131 C 4.031 -1.012 1.928  C130 1.559, H137 1.108, H138 1.134, H139 1.082
132 O 2.479 0.696 2.869  C130 1.450, H140 0.964
133 H 4.286 -0.364 4.683  C129 1.076
134 H 4.559 1.316 4.471  C129 1.085
135 H 5.620 0.098 3.769  C129 1.068
136 H 4.344 1.161 1.998  C130 1.128
137 H 3.619 -0.935 0.903  C131 1.108
138 H 3.497 -1.895 2.400  C131 1.134
139 H 5.065 -1.275 1.749  C131 1.082
140 H 2.135 0.543 1.981  O132 0.964
141 C -1.646 6.398 0.801  C142 1.527, H145 1.107, H146 1.075, H147 1.092
142 C -2.114 5.019 1.261  C141 1.527, C143 1.471, O144 1.463, H148 1.118
143 C -2.957 4.226 0.353  C142 1.471, H149 1.073, H150 1.071, H151 1.111
144 O -0.947 4.175 1.518  C142 1.463, H152 0.972
145 H -1.120 6.881 1.647  C141 1.107
146 H -2.499 7.028 0.621  C141 1.075
147 H -1.032 6.414 -0.103  C141 1.092
148 H -2.767 5.182 2.154  C142 1.118
149 H -2.379 3.984 -0.518  C143 1.073
150 H -3.774 4.902 0.206  C143 1.071
151 H -3.349 3.290 0.806  C143 1.111
152 H -0.401 4.617 2.190  O144 0.972

LUMO energy   0.447 eV



Kohn-Sham gap: 8.97, 9.41 (eV)
Energy relative to the best compared isomer or geometry (same formula, charge and spin): 77.7, 16.0 (kcal/mol)
Calculated total energy: -2600.71061, -2516.18826 (hartree)